ORCA calculation (ωB97M-V/def2-TZVPD) on a structure of composition C47H55As2BN4O3PS3Y.

The geometry in XYZ format:
```
117
Properties=species:S:1:pos:R:3:lowdin_charge:R:1
Y 0.66 -0.91 -0.15 1.0732
S 1.80 -2.97 -2.16 0.6072
C 3.01 -1.83 -2.54 -1.1309
S 3.02 -0.32 -1.71 0.5789
C 3.98 -2.09 -3.51 -0.4331
C 4.98 -1.20 -3.89 -0.3112
N 5.83 -0.53 -4.29 0.1046
C 4.03 -3.28 -4.24 -0.3105
N 4.14 -4.22 -4.90 0.1048
O -0.56 -3.14 0.47 -0.4252
N 0.10 -4.24 0.18 -0.2621
C -0.49 -5.20 -0.53 -0.0625
C 0.13 -6.39 -0.81 -0.0825
C 1.42 -6.60 -0.33 -0.0937
C 2.04 -5.60 0.36 -0.1123
C 1.40 -4.37 0.60 -0.7459
S 2.13 -3.09 1.40 0.7322
H -1.50 -4.96 -0.86 0.0940
H -0.38 -7.14 -1.40 0.0904
H 1.93 -7.54 -0.51 0.0965
H 3.06 -5.68 0.72 0.0978
C -4.15 -3.74 -0.63 -0.2993
As -2.83 -2.44 -1.41 1.2176
C -3.56 -2.74 -3.23 -0.2993
C -3.92 -0.90 -0.88 -0.4157
C -4.86 -0.32 -1.72 -0.1119
C -5.78 0.61 -1.25 -0.1023
C -5.79 0.93 0.09 -0.1054
C -4.81 0.42 0.92 -0.1318
C -3.84 -0.46 0.45 -0.4208
As -2.27 -1.00 1.52 1.2018
C -3.30 -2.06 2.87 -0.2719
C -2.11 0.58 2.71 -0.2967
H -5.18 -3.40 -0.73 0.0190
H -3.93 -3.89 0.43 -0.0093
H -4.04 -4.69 -1.14 0.0105
H -4.65 -2.83 -3.25 0.0165
H -3.14 -3.69 -3.59 0.0261
H -3.24 -1.96 -3.92 0.0040
H -4.88 -0.59 -2.76 0.0861
H -6.50 1.04 -1.94 0.0961
H -6.56 1.60 0.48 0.0945
H -4.82 0.71 1.97 0.0874
H -4.11 -1.48 3.30 0.0203
H -2.61 -2.36 3.66 0.0161
H -3.70 -2.96 2.41 -0.0029
H -1.98 0.24 3.74 0.0195
H -2.97 1.24 2.66 0.0070
H -1.22 1.14 2.42 -0.0067
C -2.42 3.21 -1.38 -0.1148
C -1.84 2.87 -0.01 -0.5149
C -2.25 3.92 1.01 -0.1248
P 0.01 2.36 -0.14 1.1170
C 0.71 3.56 -1.43 -0.5266
C 2.14 3.09 -1.67 -0.1399
C 0.69 5.06 -1.19 -0.1207
C 0.76 2.90 1.43 -0.3111
C 0.73 4.23 1.86 -0.1071
C 1.39 4.68 2.98 -0.3074
C 1.38 6.14 3.35 -0.0774
C 2.08 3.74 3.74 -0.0652
C 2.12 2.43 3.37 -0.0322
C 1.49 1.93 2.19 -0.3519
N 1.55 0.63 1.85 -0.0179
C 2.48 -0.14 2.57 -0.3225
C 2.06 -1.04 3.56 -0.3135
C 0.60 -1.17 3.88 -0.0664
C 2.99 -1.82 4.23 -0.0749
C 4.34 -1.76 3.93 -0.3010
C 5.31 -2.66 4.63 -0.0666
C 4.76 -0.85 2.97 -0.0187
C 3.86 -0.03 2.30 -0.2147
C 4.35 0.99 1.32 -0.0471
H -3.52 3.19 -1.34 0.0708
H -2.10 2.47 -2.12 0.0581
H -2.11 4.20 -1.71 0.0667
H -2.29 1.92 0.30 0.0558
H -1.84 3.69 1.99 0.0607
H -3.34 3.94 1.09 0.0711
H -1.93 4.92 0.73 0.0588
H 0.11 3.33 -2.32 0.0784
H 2.16 2.03 -1.94 -0.0173
H 2.61 3.65 -2.48 0.0789
H 2.74 3.21 -0.77 0.0734
H 1.43 5.34 -0.44 0.0670
H -0.28 5.42 -0.87 0.0490
H 0.94 5.58 -2.12 0.0737
H 0.15 4.94 1.29 0.0697
H 0.71 6.70 2.69 0.0651
H 2.38 6.57 3.26 0.0679
H 1.05 6.29 4.38 0.0642
H 2.60 4.05 4.64 0.1039
H 2.65 1.72 3.99 0.1097
H 0.06 -1.49 2.98 0.0187
H 0.21 -0.21 4.20 0.0676
H 0.45 -1.91 4.66 0.0756
H 2.64 -2.51 4.99 0.1106
H 5.11 -2.70 5.70 0.0666
H 6.33 -2.32 4.48 0.0643
H 5.23 -3.68 4.24 0.0747
H 5.81 -0.79 2.72 0.1095
H 5.43 0.92 1.18 0.0768
H 4.11 2.00 1.67 0.0729
H 3.87 0.85 0.36 -0.0076
O -0.76 -1.39 -3.12 -0.0292
B -0.45 -0.43 -2.13 -0.7289
O -0.40 0.82 -2.80 0.0361
C -0.62 0.61 -4.11 -0.2080
C -0.65 1.50 -5.17 -0.0028
C -0.90 0.97 -6.43 -0.1166
C -1.10 -0.38 -6.62 -0.1122
C -1.07 -1.28 -5.57 -0.0053
C -0.83 -0.76 -4.31 -0.2305
H -0.47 2.55 -5.01 0.1091
H -0.92 1.64 -7.28 0.0885
H -1.28 -0.75 -7.63 0.0898
H -1.20 -2.34 -5.71 0.1166
```

Summary:
- Max |F|: 3.81 eV/A
- Orbital gap: 5.88 eV
- Total energy: -226930.356 eV
- Energy above the lowest of the compared OMol25 structures with the same formula, charge and spin: 46.8 kcal/mol
- HOMO energy: -2.03 eV
- Total charge: -2

ORCA calculation (ωB97M-V/def2-TZVPD) on a structure of composition C47H55IrNO4P2Sb.

The geometry in XYZ format:
```
111
Properties=species:S:1:pos:R:3:mulliken_spin:R:1
Ir 0.11 -0.83 0.45 1.1882
O 2.09 -0.07 -0.15 0.0679
P 3.29 -0.92 0.20 0.0694
C 3.39 -2.57 -0.69 0.0268
P 1.93 -3.58 -0.20 -0.0489
O 0.82 -2.56 -0.22 -0.0441
C 2.25 -4.34 1.42 0.0457
C 3.03 -5.49 1.48 -0.0241
C 3.26 -6.10 2.70 -0.0014
C 2.69 -5.59 3.86 0.0016
C 1.90 -4.45 3.80 -0.0003
C 1.67 -3.83 2.58 0.0096
C 1.37 -4.82 -1.37 0.2631
C -0.11 -4.96 -1.61 0.0095
C -0.38 -6.02 -2.64 0.2945
C 0.58 -6.66 -3.33 -0.0752
C 1.94 -6.42 -3.10 0.3285
C 2.30 -5.50 -2.12 -0.0486
C 4.81 -0.07 -0.29 -0.0063
C 5.00 0.16 -1.64 -0.0001
C 6.17 0.75 -2.08 -0.0004
C 7.15 1.10 -1.17 0.0009
C 6.95 0.89 0.19 0.0001
C 5.78 0.30 0.63 0.0038
C 3.33 -1.28 1.97 -0.0044
C 4.41 -1.99 2.49 -0.0010
C 4.50 -2.20 3.85 -0.0007
C 3.51 -1.71 4.69 0.0005
C 2.43 -1.02 4.18 0.0150
C 2.34 -0.78 2.82 0.0240
H 4.34 -3.05 -0.46 -0.0007
H 3.34 -2.39 -1.77 0.0018
H 3.45 -5.91 0.58 0.0044
H 3.86 -7.00 2.75 -0.0001
H 2.85 -6.08 4.80 0.0000
H 1.45 -4.05 4.70 0.0004
H 1.05 -2.94 2.53 -0.0038
H -0.48 -4.00 -2.02 0.1050
H -1.42 -6.23 -2.84 0.0168
H 0.30 -7.38 -4.09 0.0033
H 2.70 -6.93 -3.67 0.0100
H 3.35 -5.31 -1.95 0.0173
H 4.23 -0.12 -2.35 -0.0005
H 6.32 0.93 -3.14 0.0000
H 8.08 1.54 -1.52 0.0001
H 7.71 1.17 0.90 0.0000
H 5.63 0.13 1.69 0.0001
H 5.17 -2.37 1.83 0.0003
H 5.34 -2.74 4.25 0.0001
H 3.59 -1.88 5.76 -0.0001
H 1.65 -0.66 4.84 0.0004
H 1.50 -0.23 2.40 -0.0141
O -2.95 1.66 0.83 0.0213
C -2.19 0.71 0.76 -0.0451
O -0.89 0.83 0.93 0.0425
C -2.64 -0.68 0.43 0.0350
C -3.88 -0.95 -0.12 0.0952
C -4.16 -2.25 -0.54 -0.0196
C -3.20 -3.24 -0.40 0.1100
C -3.41 -4.61 -0.79 -0.0120
C -2.43 -5.52 -0.75 0.0797
C -1.03 -5.18 -0.31 0.1618
C -1.06 -3.96 0.52 0.1584
C -1.96 -2.93 0.26 0.0566
N -1.70 -1.63 0.62 0.1515
H -4.60 -0.16 -0.22 -0.0007
H -5.11 -2.49 -0.99 0.0009
H -4.40 -4.89 -1.12 0.0010
H -2.62 -6.54 -1.03 0.0048
H -0.59 -6.02 0.24 0.0070
H -0.37 -3.89 1.34 0.1718
C -1.18 4.05 2.46 -0.0018
C -1.09 4.78 1.18 0.3189
C -0.46 6.11 1.18 0.0446
C -2.13 4.52 0.17 0.0204
Sb 0.93 3.00 0.22 0.6171
C 3.01 3.70 1.24 0.2873
C 2.83 5.10 1.74 0.0350
C 4.05 3.58 0.16 0.0415
C 3.21 2.69 2.34 0.0147
C 0.97 3.34 -2.14 0.1721
C 1.05 4.83 -2.37 0.0458
C -0.31 2.71 -2.63 0.0199
C 2.18 2.59 -2.63 -0.0302
H -1.97 4.52 3.06 0.0257
H -0.27 4.10 3.05 0.0050
H -1.49 3.01 2.31 -0.0033
H -1.24 6.83 1.44 0.0147
H -0.10 6.42 0.19 0.0021
H 0.33 6.22 1.92 0.0044
H -3.08 4.90 0.58 0.0151
H -2.32 3.46 0.02 0.0028
H -1.96 5.05 -0.76 0.0070
H 2.52 5.79 0.96 -0.0025
H 3.80 5.46 2.11 0.0146
H 2.14 5.14 2.58 0.0092
H 3.92 4.33 -0.62 0.0068
H 4.07 2.58 -0.27 -0.0051
H 5.03 3.77 0.60 0.0190
H 2.36 2.66 3.03 0.0036
H 4.08 2.97 2.93 0.0044
H 3.38 1.70 1.94 0.0002
H 0.15 5.34 -2.03 0.0063
H 1.13 5.00 -3.45 0.0167
H 1.92 5.27 -1.91 0.0030
H -1.19 3.19 -2.21 -0.0049
H -0.34 1.65 -2.40 -0.0001
H -0.37 2.82 -3.72 -0.0020
H 3.11 3.11 -2.39 -0.0054
H 2.13 2.51 -3.72 0.0164
H 2.22 1.58 -2.23 0.0069
```

Summary:
- Max |F|: 1.29 eV/A
- Orbital gap (spin up / spin down): 4.81 / 4.53 eV
- Total energy: -87238.980 eV
- HOMO energy (spin up / spin down): -13.52 / -15.24 eV
- Spin multiplicity: 6
- Total charge: +3